(1)
# C16H16BCl2MnO4SeSi

C16H16BCl2MnO4SeSi as an isolated structure (ωB97M-V/def2-TZVPD, the Open Molecules 2025 dataset).

The value obtained for the HOMO energy (alpha / beta) is -2.4 / -5.1 eV.

Geometry as ORCA input:
```
! wB97M-V def2-TZVPD RIJCOSX def2/J DEFGRID3
* xyz -1 6
Mn 1.22990 0.89864 -0.20755
Cl -2.19131 5.88393 -4.25927
C -1.18937 4.63734 -3.52427
C -0.32742 3.91547 -4.33743
C 0.45543 2.92680 -3.72371
Cl 1.55489 2.00969 -4.72484
C 0.40199 2.65098 -2.37506
O 1.18093 1.70928 -1.83729
C -0.49984 3.40849 -1.54738
C -0.62025 3.19712 -0.16019
O -0.01461 2.30926 0.57529
C -1.28725 4.41259 -2.17380
H -0.25783 4.09420 -5.39976
H -1.31316 3.86087 0.36457
H -1.96836 5.00116 -1.57038
C 3.73896 -0.54476 4.32297
Si 2.15720 -0.86362 3.41573
C 0.73588 -0.01226 4.23674
C 1.82608 -2.68227 3.29347
Se 2.51897 -0.06656 1.34908
H 3.73633 -0.98445 5.32548
H 3.89778 0.53244 4.40925
H 4.57433 -0.96222 3.75604
H 0.60209 -0.36513 5.26670
H -0.18329 -0.20279 3.67652
H 0.90103 1.06750 4.25011
H 1.77740 -3.15167 4.28294
H 2.61245 -3.16743 2.71035
H 0.87511 -2.84637 2.77927
O -0.74108 -1.34671 0.15635
B 0.12922 -0.75632 -0.78062
O -0.10595 -1.30891 -2.03755
C -1.12329 -2.21525 -1.87519
C -1.72323 -3.00921 -2.82203
C -2.75356 -3.84446 -2.38107
C -3.14433 -3.86498 -1.04539
C -2.52023 -3.05076 -0.09656
C -1.50972 -2.23524 -0.54892
H -1.41253 -2.97845 -3.85803
H -3.25838 -4.48467 -3.09402
H -3.94851 -4.52065 -0.73637
H -2.81247 -3.05063 0.94583
*
```

Results of the Mulliken charge analysis, in e, for atoms 1 through 5:
1. Mn 0.638
2. Cl -0.276
3. C 0.534
4. C -0.861
5. C 0.645

(2)
# C28H42N2O4P2RuS2

C28H42N2O4P2RuS2 as an isolated structure (ωB97M-V/def2-TZVPD, the Open Molecules 2025 dataset).

The value obtained for the HOMO energy (alpha / beta) is -11.0 / -11.0 eV.

Geometry as ORCA input:
```
! wB97M-V def2-TZVPD RIJCOSX def2/J DEFGRID3
* xyz 1 6
Ru 0.50345 -1.11242 0.73081
C -1.67903 -6.01346 3.75016
C -1.90018 -4.77472 2.90362
O -1.50729 -3.63922 3.68801
P -0.66271 -2.41132 3.16403
S -1.77869 -1.21443 1.92856
S 1.05860 -3.04631 2.30301
O -0.36009 -1.66352 4.51998
C -1.47683 -1.16253 5.30090
C -1.61324 0.33632 5.13439
H -2.15602 -6.86727 3.27812
H -2.10912 -5.86665 4.73883
H -0.61598 -6.21274 3.86098
H -2.95503 -4.64142 2.65282
H -1.31036 -4.81415 1.98162
H -1.24843 -1.43772 6.33070
H -2.39274 -1.67348 4.99798
H -0.76932 0.85315 5.58080
H -2.52510 0.66532 5.62074
H -1.66500 0.59042 4.07878
C 5.35558 0.15127 0.10270
C 4.10008 -0.68280 0.35201
C 4.38589 -1.76987 1.38485
P 2.55776 0.24805 0.88190
C 2.78312 0.85896 2.63731
C 3.71212 2.05678 2.82425
C 1.40687 1.12375 3.25949
C 2.44779 1.72546 -0.23820
C 2.42758 1.24186 -1.68742
C 1.14773 2.46224 0.08725
H 6.13845 -0.50375 -0.27368
H 5.71518 0.59206 1.02704
H 5.20699 0.94418 -0.62566
H 3.78392 -1.16532 -0.58647
H 4.88305 -1.34773 2.25546
H 5.03617 -2.53559 0.96847
H 3.46392 -2.25769 1.70775
H 3.21926 -0.00505 3.16004
H 3.37278 2.92511 2.26675
H 4.72995 1.82429 2.52475
H 3.73171 2.32299 3.88269
H 1.01947 2.10602 2.99981
H 1.47393 1.06412 4.34122
H 0.67411 0.36820 2.92404
H 3.31371 2.37263 -0.07027
H 1.59906 0.54277 -1.82677
H 3.35119 0.73494 -1.96188
H 2.28376 2.08325 -2.36389
H 0.32915 1.73517 0.21069
H 0.88129 3.13828 -0.72084
H 1.23278 3.04747 0.99838
O 0.46560 -1.84256 -1.53755
C -0.43697 -1.03779 -1.82180
N -0.90087 -0.71274 -3.04339
C -1.91436 0.32061 -2.94405
C -2.06475 0.40711 -1.36699
O -2.88631 1.07710 -0.80166
N -1.08233 -0.33325 -0.85641
C -1.37684 1.70000 -3.32501
C -1.98885 2.85238 -2.83765
C -1.50245 4.10175 -3.17640
C -0.40583 4.21605 -4.01667
C 0.19762 3.07293 -4.51201
C -0.27288 1.82017 -4.16371
C -3.19729 0.01753 -3.67966
C -4.42622 0.47243 -3.20861
C -5.58896 0.23908 -3.92005
C -5.54527 -0.45505 -5.12100
C -4.32494 -0.90133 -5.60315
C -3.16055 -0.67379 -4.89245
H -0.65640 -1.20324 -3.88716
H -2.82817 2.78051 -2.16412
H -1.97411 4.98398 -2.77236
H -0.02002 5.18991 -4.27446
H 1.04491 3.15697 -5.17516
H 0.21099 0.94038 -4.56031
H -4.48389 0.99510 -2.26525
H -6.53025 0.59283 -3.52671
H -6.45400 -0.64732 -5.67133
H -4.27498 -1.42244 -6.54790
H -2.22284 -1.00322 -5.31358
*
```

Results of the Mulliken charge analysis, in e, for atoms 1 through 5:
1. Ru -0.010
2. C -1.219
3. C -0.168
4. O -0.254
5. P 1.012

(3)
# C6H10OS

One molecule with the formula C6H10OS (ωB97M-V/def2-TZVPD, the Open Molecules 2025 dataset).

The value obtained for the HOMO energy is -8.5 eV. As for the SMILES: C1CS[C@H]2C[C@@H]2CO1.

Geometry as ORCA input:
```
! wB97M-V def2-TZVPD RIJCOSX def2/J DEFGRID3
* xyz 0 1
C -0.22826 -1.58608 1.02698
C -0.90281 -0.31049 1.43849
S -1.49580 0.86220 0.19412
C -0.21591 0.57161 -0.99039
C 0.79800 1.56339 -1.52777
C 1.07891 0.62313 -0.36059
C 1.77628 -0.72040 -0.24811
O 0.65727 -1.65037 -0.07722
H -0.90214 -2.35149 0.74433
H 0.33440 -1.92059 1.96236
H -0.34105 0.28452 2.18112
H -1.91389 -0.47823 1.96298
H -0.34913 -0.28094 -1.74804
H 1.32856 1.32030 -2.52497
H 0.72061 2.60327 -1.15835
H 1.11493 1.20228 0.52826
H 2.32933 -1.04722 -1.11466
H 2.51575 -0.77102 0.64727
*
```

Results of the Mulliken charge analysis, in e, for atoms 1 through 5:
1. C -0.410
2. C -0.529
3. S -0.161
4. C 0.084
5. C -0.616

(4)
# C31H31F4N3NiOP

C31H31F4N3NiOP as an isolated structure (ωB97M-V/def2-TZVPD, the Open Molecules 2025 dataset).

The value obtained for the HOMO energy (alpha / beta) is -10.2 / -10.3 eV.

Geometry as ORCA input:
```
! wB97M-V def2-TZVPD RIJCOSX def2/J DEFGRID3
* xyz 1 3
Ni -1.07851 0.20463 -0.34772
C -1.90485 -2.45154 -2.80013
C -1.48709 -2.65998 -1.35455
N -2.03368 -1.66198 -0.40517
C -3.49342 -1.44557 -0.58837
C -4.36587 -2.67502 -0.38909
C -1.71254 -2.09338 0.97745
C -2.11403 -1.03394 1.99515
N -1.76461 0.25008 1.41748
C -1.94054 1.42517 2.09266
C -1.77685 2.61670 1.37556
F -1.44176 2.49246 0.04954
C -1.90222 3.87392 1.91234
F -1.70386 4.93334 1.12185
C -2.21804 4.03427 3.24855
C -2.39072 2.87922 3.98864
F -2.69029 2.96695 5.28726
C -2.25899 1.61270 3.44459
F -2.42503 0.55278 4.25562
H -1.25162 -3.03235 -3.45025
H -1.84376 -1.40701 -3.09909
H -2.92514 -2.78503 -2.98360
H -0.39852 -2.60788 -1.26495
H -1.77834 -3.66501 -1.02845
H -3.63455 -1.03850 -1.58975
H -3.78438 -0.65737 0.10545
H -4.10532 -3.48598 -1.06806
H -5.40281 -2.40617 -0.58856
H -4.32217 -3.05645 0.63038
H -0.63086 -2.24994 1.00949
H -2.18310 -3.05486 1.20856
H -1.59652 -1.25041 2.93393
H -3.18698 -1.09591 2.21504
H -2.32951 5.01042 3.69360
O -2.26459 1.19825 -2.77454
N -0.98140 0.88305 -2.27419
C -0.14158 0.74972 -3.22446
C 1.28884 0.42313 -3.11038
C 1.96282 0.47999 -4.33164
C 3.32571 0.24305 -4.41514
C 4.03160 -0.05990 -3.26532
C 3.37106 -0.12833 -2.04548
C 2.00553 0.11046 -1.94121
P 1.24717 0.01436 -0.28570
C 1.66588 1.59060 0.51161
C 2.20362 2.66003 -0.19884
C 2.41673 3.87689 0.43394
C 2.11047 4.02671 1.77801
C 1.57819 2.96240 2.49312
C 1.34033 1.75419 1.85981
C 2.21932 -1.27722 0.54343
C 2.09059 -2.59047 0.08882
C 2.82951 -3.60948 0.66339
C 3.70626 -3.32823 1.70410
C 3.84620 -2.02610 2.15525
C 3.11049 -1.00030 1.57562
H -2.63840 1.79983 -2.11235
H -0.51920 0.93149 -4.22751
H 1.40477 0.71338 -5.22865
H 3.82706 0.29537 -5.37107
H 5.09539 -0.24648 -3.30934
H 3.93457 -0.37630 -1.15501
H 2.46052 2.55350 -1.24491
H 2.82787 4.70626 -0.12504
H 2.28372 4.97453 2.26882
H 1.32949 3.07744 3.53939
H 0.89461 0.93757 2.41493
H 1.42636 -2.82507 -0.73559
H 2.72431 -4.62186 0.29820
H 4.28206 -4.12294 2.15718
H 4.53537 -1.79954 2.95670
H 3.24522 0.01166 1.92865
*
```

Results of the Mulliken charge analysis, in e, for atoms 1 through 5:
1. Ni -0.747
2. C -1.507
3. C 0.020
4. N 1.177
5. C -0.746